{"formula": "C3H3LiLuO4", "method": "ωB97M-V with the def2-TZVPD basis set", "charge": 2, "spin_multiplicity": 2, "e_homo_ev": [-16.81, -16.79], "orbital_gap_ev": [6.11, 5.78], "species": ["O", "O", "C", "C", "O", "O", "C", "H", "H", "H", "Li", "Lu"], "xyz": [[-1.694, -0.955, 1.519], [1.020, -0.838, -1.192], [1.265, -0.497, -0.003], [-1.000, 0.755, -0.450], [0.779, -1.116, 0.985], [1.778, 0.688, 0.142], [-1.206, -0.465, 0.415], [-1.435, 0.833, -1.451], [-1.479, -1.125, -0.434], [-1.955, 0.863, 0.556], [3.397, -0.488, -0.167], [0.529, 2.345, 0.080]], "forces_ev_per_angstrom": [[1.606, 2.131, -3.028], [1.723, 0.485, 0.613], [-4.863, -4.626, -2.431], [-2.159, 1.650, 5.317], [0.601, 1.194, 0.088], [1.774, 5.360, 1.306], [-0.833, -3.091, 0.836], [-0.186, -0.966, 0.344], [-0.133, -1.290, 0.355], [1.044, 1.568, -3.084], [0.381, -0.216, -0.276], [1.045, -2.198, -0.041]], "mulliken_charge": [-0.1762, -0.5560, 1.0451, -1.2896, -0.5915, -0.7875, 0.5022, 0.4360, 0.3798, 0.3098, 0.9348, 1.7932]}

{"formula": "C28H28ClIMoN7O7PSe2Te3", "method": "ωB97M-V with the def2-TZVPD basis set", "spin_multiplicity": 3, "e_homo_ev": [-6.75, -6.79], "orbital_gap_ev": [5.88, 5.87], "species": ["Mo", "N", "C", "C", "C", "C", "C", "N", "C", "C", "C", "C", "C", "N", "H", "H", "H", "H", "H", "H", "H", "H", "H", "O", "C", "O", "C", "C", "Cl", "N", "N", "C", "C", "O", "O", "C", "C", "C", "C", "C", "C", "H", "H", "H", "H", "H", "H", "Se", "Te", "Te", "Se", "I", "C", "C", "N", "N", "C", "H", "H", "H", "C", "C", "O", "P", "O", "Te", "O", "C", "C", "H", "H", "H", "H", "H", "H", "H", "H", "H", "H"], "xyz": [[0.641, 1.354, -0.635], [-2.143, 2.780, -1.424], [-1.169, 3.163, -2.360], [-1.567, 3.905, -3.467], [-0.623, 4.266, -4.400], [0.699, 3.892, -4.204], [1.014, 3.145, -3.095], [0.092, 2.774, -2.186], [-1.999, 2.848, -0.029], [-2.981, 3.514, 0.698], [-2.867, 3.595, 2.067], [-1.784, 2.999, 2.688], [-0.861, 2.343, 1.913], [-0.957, 2.264, 0.568], [-3.059, 3.085, -1.711], [-2.606, 4.190, -3.575], [-0.915, 4.840, -5.270], [1.480, 4.160, -4.901], [2.016, 2.789, -2.910], [-3.804, 3.980, 0.172], [-3.612, 4.132, 2.641], [-1.631, 3.044, 3.758], [-0.012, 1.847, 2.364], [-2.104, -1.868, -4.828], [-2.951, -1.793, -3.819], [-4.098, -2.150, -3.901], [-2.426, -1.205, -2.544], [-3.119, -1.114, -1.354], [-4.619, -1.776, -0.935], [-2.353, -0.458, -0.449], [-1.167, -0.112, -1.014], [-1.215, -0.573, -2.252], [0.021, -0.376, -3.065], [0.125, -0.885, -4.174], [0.912, 0.345, -2.498], [-2.631, -0.342, 0.966], [-1.753, -0.929, 1.852], [-2.026, -0.885, 3.211], [-3.195, -0.285, 3.662], [-4.081, 0.283, 2.754], [-3.800, 0.261, 1.395], [-1.199, -1.526, -4.587], [-0.861, -1.397, 1.473], [-1.327, -1.328, 3.909], [-3.415, -0.259, 4.722], [-4.996, 0.746, 3.102], [-4.486, 0.698, 0.681], [1.605, 3.430, 0.539], [3.555, 4.428, -0.650], [4.941, 2.187, -0.110], [3.109, 0.848, -1.185], [0.722, -6.227, -0.698], [1.397, -4.325, -1.056], [2.621, -3.947, -1.547], [2.603, -2.597, -1.577], [1.462, -2.071, -1.132], [0.712, -3.116, -0.820], [3.471, -4.526, -1.868], [3.332, -1.959, -1.857], [-0.294, -2.981, -0.443], [5.250, -1.879, 1.326], [4.322, -1.143, 2.261], [3.089, -0.934, 1.548], [1.824, -0.275, 2.259], [0.867, 0.056, 1.082], [2.292, 1.346, 3.877], [1.188, -1.513, 3.080], [0.938, -2.787, 2.449], [1.857, -3.841, 3.017], [6.208, -2.056, 1.819], [5.427, -1.286, 0.427], [4.826, -2.841, 1.028], [4.727, -0.176, 2.554], [4.132, -1.712, 3.173], [1.077, -2.707, 1.376], [-0.104, -3.045, 2.649], [2.896, -3.629, 2.764], [1.595, -4.818, 2.601], [1.764, -3.888, 4.104]], "forces_ev_per_angstrom": [[0.366, -1.518, 0.369], [0.167, -0.017, -0.020], [-0.115, 0.007, 0.140], [-0.099, 0.007, -0.003], [-0.005, 0.059, -0.097], [0.078, 0.007, -0.001], [0.006, -0.021, -0.034], [-0.334, 0.061, -0.034], [0.046, 0.154, -0.019], [-0.054, -0.014, -0.118], [-0.114, 0.084, 0.098], [0.030, 0.009, 0.134], [-0.038, -0.212, -0.097], [-0.305, 0.201, 0.094], [-0.037, 0.000, -0.008], [0.032, 0.004, -0.007], [0.021, -0.011, 0.021], [-0.026, -0.011, -0.009], [0.048, -0.023, 0.030], [0.013, 0.018, 0.014], [0.024, -0.031, -0.018], [-0.028, -0.045, -0.028], [0.041, 0.077, -0.006], [-0.519, -0.178, 0.077], [0.098, -0.006, -0.104], [-0.064, -0.016, 0.048], [-0.221, -0.057, -0.170], [0.011, -0.082, 0.123], [-0.007, 0.020, 0.017], [-0.076, 0.182, 0.219], [-0.184, 0.003, 0.248], [0.462, 0.096, -0.229], [-0.003, 0.213, 0.335], [0.288, 0.074, -0.071], [-0.133, 0.174, 0.127], [0.049, -0.054, -0.346], [0.045, -0.084, 0.077], [-0.066, -0.012, 0.066], [0.030, 0.014, -0.054], [0.031, 0.000, -0.007], [-0.092, 0.150, 0.013], [0.256, 0.043, -0.082], [0.000, 0.030, -0.016], [0.009, 0.060, -0.032], [0.006, -0.003, -0.036], [0.016, -0.007, -0.005], [0.028, -0.007, 0.014], [-0.023, 0.382, 0.007], [0.078, -0.046, -0.025], [-0.116, -0.082, 0.147], [0.393, 0.164, -0.383], [-0.054, -0.142, 0.025], [-0.124, 0.197, 0.059], [0.098, 0.185, -0.027], [0.080, 0.029, 0.043], [-0.240, -0.493, -0.027], [-0.068, -0.064, -0.221], [-0.025, 0.049, 0.013], [0.062, 0.028, 0.014], [0.075, -0.023, -0.035], [0.082, -0.006, 0.008], [-0.063, -0.037, -0.143], [0.152, -0.011, 0.046], [-0.420, -0.039, -0.157], [0.439, 0.391, 0.098], [0.009, -0.031, -0.034], [-0.210, 0.103, -0.244], [0.255, 0.024, 0.132], [0.007, -0.086, 0.057], [-0.020, -0.016, -0.030], [-0.010, -0.018, -0.002], [0.005, 0.026, 0.020], [0.009, 0.105, 0.002], [-0.052, -0.036, 0.031], [0.015, 0.075, 0.008], [-0.038, 0.006, 0.031], [-0.014, -0.001, -0.001], [0.024, 0.031, 0.012], [0.014, 0.000, -0.040]], "mulliken_charge": [-2.9591, 0.3991, 0.3836, -1.0564, -0.5435, -0.9459, -0.3528, 0.9647, 0.1455, -1.1173, -0.6936, -1.1474, -0.1828, 1.5888, 0.3489, 0.4298, 0.4350, 0.4876, 0.4464, 0.4763, 0.4363, 0.5618, -0.2152, -0.5921, 0.1140, -0.6018, 0.4107, 0.4941, -0.1236, -0.4441, 3.3026, -1.2423, 0.5945, -0.8460, 0.2442, -0.9086, 1.4482, -0.1870, -0.8698, -0.9711, -0.2934, 0.4086, -1.0516, 0.4369, 0.4223, 0.4520, 0.5550, 0.1743, -0.2681, -0.1052, -0.2182, 0.0992, -0.8051, -0.2646, -0.2241, 0.3442, -0.2852, 0.4683, 0.0932, 0.4258, -1.1490, -0.6086, 0.8807, -0.4555, 2.1845, -0.3491, -0.2894, 0.7056, -1.5190, 0.3975, 0.1757, 0.2323, 0.4136, 0.3743, -0.4231, 0.4199, 0.1718, 0.3877, 0.3741]}

{"formula": "C4H8O", "method": "ωB97M-V with the def2-TZVPD basis set", "e_homo_ev": -9.80, "orbital_gap_ev": 10.82, "species": ["C", "C", "C", "C", "O", "H", "H", "H", "H", "H", "H", "H", "H"], "xyz": [[-1.127, 1.314, -0.033], [-0.873, -0.177, 0.057], [0.055, -0.736, 1.110], [0.442, -0.749, -0.346], [1.407, 0.162, -0.800], [-1.879, 1.630, 0.702], [-0.206, 1.872, 0.153], [-1.489, 1.586, -1.031], [-1.735, -0.793, -0.182], [0.567, -0.007, 1.735], [-0.200, -1.671, 1.605], [0.444, -1.708, -0.867], [2.260, -0.111, -0.438]], "forces_ev_per_angstrom": [[-0.005, -0.033, 0.039], [-0.295, 0.161, -0.020], [0.039, -0.028, 0.128], [0.007, -0.146, 0.007], [0.216, -0.153, 0.134], [0.157, -0.103, -0.151], [-0.106, -0.044, -0.024], [0.064, -0.035, 0.159], [0.082, 0.021, 0.019], [-0.075, -0.108, -0.118], [0.078, 0.192, -0.142], [-0.001, 0.183, 0.086], [-0.159, 0.095, -0.117]], "mulliken_charge": [-1.2567, 0.1332, -0.7039, -0.0736, -0.5262, 0.3316, 0.2998, 0.3072, 0.3339, 0.2730, 0.2559, 0.3169, 0.3089]}

{"formula": "H41O21", "method": "ωB97M-V with the def2-TZVPD basis set", "spin_multiplicity": 2, "e_homo_ev": [-10.19, -10.19], "orbital_gap_ev": [9.53, 4.11], "species": ["O", "H", "H", "O", "H", "H", "O", "H", "H", "O", "H", "H", "O", "H", "H", "O", "H", "H", "O", "H", "H", "O", "H", "H", "O", "H", "H", "O", "H", "H", "O", "H", "H", "O", "H", "H", "O", "H", "H", "O", "H", "H", "O", "H", "H", "O", "H", "O", "H", "H", "O", "H", "H", "O", "H", "H", "O", "H", "H", "O", "H", "H"], "xyz": [[-0.770, -4.766, 1.617], [0.182, -4.621, 1.640], [-1.055, -3.907, 2.017], [-0.195, -0.304, 2.309], [3.091, -0.813, -1.464], [-1.778, -1.001, -0.339], [-1.840, 1.337, -4.627], [2.616, 1.828, 0.903], [-1.369, 0.809, -3.926], [2.848, 2.784, 0.942], [-1.774, 2.297, 2.948], [-1.091, 0.919, -0.285], [-0.331, 1.471, -0.011], [-0.455, 1.228, 0.928], [-4.411, -1.595, 2.362], [2.963, -2.146, 2.500], [-2.350, -3.144, -1.798], [3.795, -2.489, 2.841], [-1.679, -3.819, -1.972], [-2.713, 1.593, -4.354], [0.236, 0.184, 3.000], [2.912, 0.463, -4.519], [2.122, 2.956, 1.566], [2.480, -2.916, 2.181], [2.167, 0.195, 1.413], [3.221, 1.061, -3.831], [-1.486, 0.802, 2.165], [-4.708, -0.887, 2.944], [-1.389, -3.868, -1.049], [-1.658, -2.129, 0.733], [-1.004, -1.561, -2.918], [0.532, 2.748, -1.285], [-0.700, -2.413, -2.575], [-2.895, 3.854, 1.130], [-2.070, 3.382, 1.325], [-3.181, 3.488, 0.289], [-1.911, 1.680, 2.229], [2.700, -0.581, 1.687], [1.188, 0.002, 1.580], [0.401, 0.777, -3.212], [0.842, 0.454, -4.011], [0.898, 1.401, -2.678], [-1.060, -2.432, 3.012], [2.090, 1.728, 3.563], [-1.485, -2.421, 3.870], [1.193, 3.409, -1.378], [-3.909, -0.687, 3.435], [-1.360, -1.845, -0.147], [-0.599, -1.336, 2.569], [1.951, 3.084, -0.852], [-2.050, 0.629, -2.015], [1.474, -0.360, 0.002], [-2.211, 1.350, -2.639], [1.296, 0.114, -0.896], [2.025, 3.037, 4.385], [0.352, -0.078, -1.062], [1.653, 2.583, 3.626], [3.270, -0.375, -4.197], [-1.346, 0.176, -2.476], [3.880, -0.499, -1.906], [3.830, 0.404, -1.569], [-1.376, -1.231, -3.720]], "forces_ev_per_angstrom": [[0.090, 0.698, -0.264], [0.056, -0.395, -0.073], [-0.129, -0.331, 0.438], [0.164, 1.055, -2.018], [-0.229, -0.840, -0.177], [-0.553, -0.175, -0.094], [1.188, -0.737, 0.013], [1.013, 0.227, -0.273], [-0.611, 1.379, -1.648], [-1.082, -1.050, 0.008], [0.507, -0.781, 0.561], [-0.546, 0.472, -1.494], [-0.102, -0.804, 0.197], [0.893, 0.528, 1.048], [-0.193, -0.048, -0.014], [0.159, -0.138, -0.064], [-0.171, 0.024, -0.683], [0.009, 0.018, -0.005], [-0.169, -0.167, 0.835], [-0.630, -0.158, 0.122], [-0.065, -0.078, 1.129], [0.042, -0.180, 0.069], [0.404, 1.075, 0.165], [-0.079, 0.035, 0.113], [-0.178, -0.476, -0.489], [-0.018, 0.203, -0.174], [0.306, 0.174, 1.858], [0.118, -0.208, -0.204], [0.445, -0.718, -0.014], [0.128, 0.236, 0.155], [0.852, 2.122, 1.760], [-0.921, -0.489, 0.385], [-0.887, -0.761, -1.404], [0.304, 0.432, -0.118], [-0.536, 0.104, -0.270], [-0.070, -0.011, 0.043], [-0.821, 0.118, -1.617], [-0.404, 0.055, 0.378], [0.588, -0.409, 0.935], [-0.947, -0.402, 0.161], [0.849, 0.566, 0.408], [0.569, 0.282, -0.919], [0.217, 0.428, -1.305], [0.281, 0.065, 0.088], [0.005, 0.155, 0.000], [1.341, 0.392, -0.539], [0.119, 0.218, 0.204], [0.328, 0.158, 0.375], [-0.539, -1.267, 1.680], [-0.371, 0.437, 0.163], [-0.800, 0.735, 0.888], [0.562, 0.967, -0.689], [-0.274, 0.418, 0.875], [-1.200, -0.430, 1.279], [0.117, -0.019, 0.062], [0.182, -0.559, -0.974], [-0.471, -0.166, -0.216], [-0.027, -0.026, -0.107], [0.702, -1.106, 0.413], [-0.127, 0.465, 0.351], [0.653, 0.304, -0.190], [-0.038, -1.616, -1.126]], "mulliken_charge": [-0.6254, 0.2902, 0.2986, -0.6969, 0.3266, 0.2139, -0.6663, 0.3778, 0.3730, -0.7533, 0.3056, 0.4094, 0.1407, -0.2334, 0.3076, -0.5789, 0.3665, 0.2713, -0.7169, 0.2874, 0.1793, -0.6678, 0.4046, 0.2697, -0.6665, 0.3010, 0.3045, -0.6178, 0.3737, 0.2151, -0.5221, 0.1319, 0.3666, -0.6195, 0.3433, 0.2995, -0.5623, 0.4034, 0.4494, -0.3108, 0.2466, 0.3059, -0.8121, 0.3051, 0.1389, -0.6416, 0.3017, -0.5071, 0.3524, 0.4312, -0.6122, 0.2755, 0.3176, -0.1896, 0.2643, 0.3104, -0.5819, 0.3487, -0.0500, -0.6593, 0.3252, 0.3576]}

Here are the calculated relative energy (zero: lowest compared OMol25 entry of this formula, charge and spin) numbers, same order: 6.1315; 0.0000; 1.0327; 2.0371 (eV).